Entry from the OMol25 dataset: a molecular structure, C61H83BaF24N12O18S8 in a non-equilibrium geometry (ωB97M-V/def2-TZVPD).

Values from the calculation:
Energy above the lowest of the compared OMol25 structures with the same formula, charge and spin (kcal per mole): 280.2
Orbital gap (eV): 0.9568
Total charge: +5

XYZ file:
```
207
C61H83BaF24N12O18S8 ωB97M-V/def2-TZVPD
H 0.78797 -4.35476 11.45951
H -9.41984 4.16335 15.39548
H 0.01561 -5.75187 -7.10948
H 8.49616 -0.99336 0.69730
F 2.33625 -9.24003 0.96974
C 0.57855 -1.88973 -0.11040
C -9.01853 1.20986 13.91094
C -8.04490 1.56378 11.70867
H 0.74512 -2.13645 0.93816
C -7.78997 -0.21760 8.37712
H -8.67573 -0.40503 12.44540
C -0.49618 9.50017 -15.53723
S 6.56381 -10.61093 3.92575
F -5.80186 7.08340 0.45141
C 9.89147 -2.78040 0.39847
C -9.25350 3.08790 15.45745
H 11.91257 0.60600 -2.55445
H 1.69200 -0.20937 -0.37692
H 1.23030 -5.77604 8.81684
H -5.21766 -1.04171 6.77572
C 12.26520 -3.29562 0.56955
S 4.20181 7.80637 -1.31964
N -4.17389 7.00043 3.79475
O 5.03798 -10.87242 1.38748
C -0.95810 9.15774 -13.06117
F -5.92135 -8.77566 6.08970
O -5.85058 5.18583 3.44170
H 1.39924 11.27253 -17.75021
H 2.60996 -4.19510 9.97840
C -5.70632 0.76659 8.81838
O -6.50454 -9.12409 2.99753
S -5.52754 6.60544 3.09100
C -4.87496 6.43307 1.24819
C -8.63338 0.65509 12.64730
H 11.00276 1.21649 -1.14151
C -2.07633 -3.95665 -10.48052
H 2.95446 -3.50790 12.05789
S -6.90948 -7.95529 3.78196
C -7.48673 0.98992 10.42071
C -5.67286 -2.96856 -10.19844
H -4.31213 -3.87657 -7.97736
O 5.19470 -8.43130 1.91453
S -4.71974 7.30026 5.49556
H 1.63946 6.41804 -12.72369
H 2.86835 -4.64779 13.46012
H 12.35351 -0.42683 1.26271
H 9.70004 -3.79066 0.76019
C -8.14067 -3.30382 -12.86010
H 11.26903 -1.37740 -1.44132
F -5.42980 -6.86494 0.59825
C -2.24627 -4.47358 -7.77021
H -0.42603 -2.24162 -0.34512
H -8.30615 4.43974 13.55017
H 0.54826 -6.10222 11.06576
O -8.25369 -8.12115 4.40030
H -8.47364 2.81947 16.17009
C -8.30349 0.26726 9.56820
C 11.90321 -0.70075 -0.86857
C 8.35810 -2.27233 2.36609
C 9.58524 -1.68759 3.09732
H -3.84677 -4.83967 -12.27234
F -4.36029 -8.11909 4.71768
H 0.00777 -4.37881 -10.26862
H 10.00945 -2.83223 -0.68388
H 4.28170 -4.80273 12.43299
F -2.91740 9.31970 5.56072
N 11.12917 -2.30811 1.08022
H -9.32998 0.08251 9.84854
H 12.30771 -4.22541 1.13681
C -6.86362 -2.88203 -10.90950
H -8.39924 -0.79966 7.70155
F -4.64971 9.60939 6.84910
H -7.90132 -2.81928 -13.80669
O 2.00665 9.71510 -2.59971
C 11.59533 -0.90299 0.64099
H -1.19160 -0.10325 -1.42952
H -1.92337 11.56860 -19.56656
N 2.92515 8.63343 -0.46957
C 0.51203 6.89665 -10.52833
H -8.87689 -2.83650 -12.20613
H -6.80826 -0.74521 6.07750
H 12.69606 1.47298 -1.18535
H 2.95528 -7.17416 12.99723
H 2.29294 -7.64070 11.42974
C -0.73448 8.49968 -11.85337
C -5.58717 -7.83689 5.18862
H 8.29894 -3.32506 2.64244
F 6.17996 -10.53302 6.53458
C -4.65001 -4.21357 -11.91292
H -5.58183 0.60276 6.22447
C -5.83487 -4.06140 -12.67736
N -6.53158 0.13370 7.95823
H 1.57635 9.94687 -15.66337
O 5.02838 8.56749 -2.30957
H 7.45959 -1.75651 2.70477
H 0.11860 0.99016 -1.95869
N -8.90149 2.55786 14.17619
O 7.53131 -9.94908 2.97460
H 9.62965 -0.60757 3.23766
H 0.55125 5.84725 -10.82044
C 1.03636 -5.38279 11.72326
O 3.90273 10.76776 -1.45512
H 1.45661 7.34052 -10.21393
F 8.29479 -10.43119 5.98018
H 1.36699 -2.39108 -0.67175
F 2.41666 -8.57887 3.10986
C -1.79805 9.81480 -16.06981
H -4.68170 0.96143 8.53804
H 0.22899 -0.75170 -2.35305
N 0.21699 7.52516 -11.80428
C 8.59207 -2.06651 0.86243
N 4.89550 -10.08857 3.77633
H 1.12180 7.26221 -15.06528
C 0.89257 7.17286 -12.92072
F 7.02109 -8.66641 5.73734
H -0.18912 11.31527 -19.83369
H 13.16304 -2.73673 0.83340
O -8.49472 -5.39355 1.87221
F -4.88162 5.12395 0.92992
H -2.81993 11.03763 -17.66891
O -6.57698 7.67047 3.18368
C 11.93109 0.75234 -1.47448
H -1.63893 9.99538 -13.09642
H -10.19595 2.59383 15.69364
C 0.16939 -4.84373 -7.69235
S 4.68554 -9.76971 2.26512
H 2.89887 -7.70857 8.19985
C 2.98821 -5.21548 10.04044
F 2.20131 -10.72532 2.57718
C 10.93210 -2.35417 2.59722
H 1.01147 -5.02404 -8.36055
F 4.83936 6.58627 1.01168
C -6.00725 -0.29828 6.66633
C -0.34074 8.75131 -14.25601
O -8.61910 -7.77379 1.54064
N -6.62086 -6.65011 3.12916
C 1.39307 10.86467 -0.25439
C -4.22495 9.19041 5.67102
Ba 0.63982 5.89508 3.10071
C -3.38385 -4.04393 -8.50337
F 0.54310 10.02003 0.39985
N -6.87374 -3.38318 -12.15597
F -7.02755 -6.99810 -0.64210
H -2.04262 -3.72813 -11.53553
C 0.56129 7.65192 -14.22840
C 2.26155 -6.07349 9.00693
C 0.51779 10.82167 -17.31871
H 10.98058 -3.37102 2.98677
F 5.67903 8.57837 0.78757
N -1.03429 -4.56739 -8.43393
C -7.98059 2.94869 12.02737
C -4.52018 -3.60344 -10.67749
H -0.32462 7.03228 -9.84297
C 3.23914 -4.48502 12.44814
H 12.87100 -1.14505 -1.10113
H -1.22221 8.86516 -10.96177
H -2.30936 -4.82281 -6.75018
F -3.64321 6.97202 1.08482
F 6.50650 6.91428 -0.33224
S 2.71286 9.93064 -1.30387
C -0.12279 -0.01946 -1.62628
H -9.37499 0.57542 14.70895
H -7.72652 -2.41642 -10.45673
O -6.10398 7.21021 5.88641
C 3.04982 -7.02927 11.92105
C 2.77713 -9.56329 2.21978
F -5.60209 -6.65415 5.82262
O 6.58079 -12.07785 3.96581
C -0.93101 -4.25047 -9.75033
C -6.57435 -6.34063 0.34175
H -5.93947 -4.40263 -13.69669
H -5.72367 -2.56055 -9.19977
C -6.19643 1.27725 9.99113
H 11.83316 -1.90158 3.01117
O 2.58125 -7.46303 9.07187
H -0.63731 12.75518 -18.90264
H 12.23371 -3.49844 -0.50095
H 7.80211 -2.56029 0.29653
N -0.77959 11.09579 -17.79212
O 0.22540 0.40552 0.78739
C 7.07444 -9.98140 5.71244
F -6.50427 -5.06872 -0.02635
H 0.49782 -4.03240 -7.04276
F -4.77177 9.79036 4.60605
O -3.86815 6.61005 6.48223
C -3.27799 -3.79986 -9.87518
H 0.80477 -5.57497 12.77089
C -1.92378 10.69922 -17.17013
H 2.71406 -5.84794 8.04129
H 10.68658 -0.32253 0.80016
H -5.59468 1.85620 10.67606
H -2.70430 9.35311 -15.70656
S -7.77580 -6.62980 1.85864
H 4.06313 -5.38651 9.98213
F 0.67200 11.60147 -1.10560
O 3.78769 6.47474 -1.75596
C -8.32632 3.38583 13.31506
C 0.61649 10.04635 -16.14832
C 0.61767 -0.38223 -0.31346
H -7.72421 3.69650 11.29154
H -8.50026 -4.31718 -13.03868
C -0.92903 11.73502 -19.15220
C 5.41768 7.44202 0.12159
F 2.05866 11.71994 0.53396
N 2.60645 -5.56240 11.55973
H 4.00279 -7.24021 11.43581
H 9.47344 -2.05202 4.11849
```



Entry from the OMol25 dataset: a single C5H7I molecule in a non-equilibrium geometry (ωB97M-V/def2-TZVPD).

Values from the calculation:
Energy above the lowest of the compared OMol25 structures with the same formula, charge and spin (kcal per mole): 1.1
Orbital gap (alpha / beta) (eV): 7.0088 / 8.5402
2S+1: 3

XYZ file:
```
13
C5H7I ωB97M-V/def2-TZVPD
H 0.22640 2.03008 0.17040
C -0.66496 0.14026 -0.03502
H 2.12402 -0.37460 0.00012
H -1.96382 1.95119 0.32493
I -3.98726 -0.03232 -0.34334
H -1.53579 -1.56558 -0.88905
C -0.70188 -1.30734 -0.10389
C 0.44202 1.00720 0.03555
H -1.01081 -1.63145 0.86415
H 2.50151 1.33022 0.17511
C 1.75674 0.61646 -0.09994
C -2.15430 0.96504 0.07899
H 0.36593 -1.66068 -0.48598
```



Entry from the OMol25 dataset: a molecular structure, C40H40FN5O4ReS2SeSi (ωB97M-V/def2-TZVPD).

Values from the calculation:
Energy above the lowest of the compared OMol25 structures with the same formula, charge and spin (kcal per mole): 47.3
Orbital gap (alpha / beta) (eV): 5.1166 / 5.1054
Total charge: -2
2S+1: 2

XYZ file:
```
95
C40H40FN5O4ReS2SeSi ωB97M-V/def2-TZVPD
H -4.86502 2.09725 -0.05324
H -1.80369 4.56735 -1.21396
C -1.92601 0.46311 2.77640
H 3.87553 4.44688 -2.17174
H 5.69104 0.85991 4.01665
C 5.04675 1.58362 -0.79845
H 4.31642 3.42698 0.02016
C 0.53880 -2.89599 1.27095
C 5.01357 1.43137 -3.20573
C -1.46443 -0.66985 0.05888
H -2.04599 -6.55573 -2.34449
H 1.96653 -1.10649 -3.43015
H 5.54382 2.95176 5.32176
H -2.43919 4.02545 0.32520
N -0.37923 5.71971 1.52076
H -1.86573 -6.82359 -0.63489
N 0.94154 -1.84553 0.60902
N -0.25168 -2.84010 3.72219
S 3.52369 0.08265 0.78674
C -2.87495 -2.85662 -0.27062
C 5.26211 0.85855 -1.96706
Si -2.79457 2.27493 -1.41393
H 5.96211 0.18006 0.57048
C 4.66618 2.56951 4.81341
H -3.56039 4.54625 -0.93662
C 5.15717 0.91785 0.53615
C -4.12258 -5.32788 -0.76780
C 0.43155 0.06496 -2.58198
C -2.28724 3.16874 3.13859
H -1.80471 -0.88272 -5.48028
Re -0.23724 0.92591 0.28181
C 0.15718 -1.10013 -4.63807
H -4.22110 1.66138 -3.44859
H -1.61918 0.63536 3.81380
H -3.01564 2.88819 -3.86792
H -2.74078 -3.54381 1.76111
H 3.40232 4.19032 5.43069
Se 0.91023 3.41580 0.10708
C -3.08646 -3.78738 0.76319
C 0.08488 -2.86242 2.62219
C -1.20506 1.41401 1.81966
C 0.95112 -0.75126 -3.55282
F 1.26480 0.37177 -1.52753
C -3.69923 -4.99930 0.51575
C -3.69085 2.54182 -3.08168
H 4.30409 3.16529 -4.24929
H -4.43790 3.32289 -2.91241
C -3.47149 -7.93924 -1.55136
H -2.16302 2.79252 4.16087
H -3.28661 2.88826 2.78546
C 0.62131 -4.15885 0.62311
H -1.71130 -0.56776 2.52049
H 5.27059 1.63786 1.34690
C 4.30385 3.45441 -2.12268
C 2.41851 1.58064 3.50937
H -3.01402 0.59449 2.73219
C -4.05437 1.40413 -0.30244
H -2.66818 0.50952 -3.72889
C -3.94863 -4.40488 -1.80093
C 3.62767 0.88781 3.42517
N 0.69917 -5.19296 0.12352
C -0.86721 0.61464 -2.55222
C -2.19588 -1.64878 -0.02911
C 0.05703 4.79252 0.97609
H 5.16412 0.85153 -4.10858
O -1.27800 2.72607 2.26565
C 4.53276 2.73013 -3.28416
C 4.56068 2.88571 -0.88509
H 4.67318 -0.85690 2.69400
H -3.83565 -5.71418 1.31928
H -2.20901 4.25660 3.13968
H 5.60079 -0.17035 -1.90492
C -2.10087 -7.32423 -1.57277
C -1.63749 0.20144 -3.66095
N -1.27981 1.40238 -1.51546
C -3.33060 -3.19581 -1.56292
C 4.74756 1.39264 4.08167
C 3.72142 -0.33448 2.57483
S -4.85440 -6.91272 -1.09073
H -3.57545 1.07623 0.61950
O -3.69235 -9.09307 -1.83899
H -4.28285 -4.65733 -2.80095
H 1.54375 1.21031 2.98867
H 1.40826 3.31040 4.23741
H -3.15537 -2.49262 -2.36751
C 2.34450 2.76640 4.22352
H 2.90129 -1.02719 2.76401
O 2.59003 1.22113 0.75691
H -4.48337 0.51714 -0.77462
C -2.62074 4.01527 -0.74951
O 0.87997 -0.73610 1.26467
C -1.14145 -0.61119 -4.66564
H 0.53381 -1.75116 -5.41582
H -1.37942 -8.11189 -1.77781
C 3.46474 3.26066 4.87768
```



Entry from the OMol25 dataset: a molecular structure, C17H23N2W in a non-equilibrium geometry (ωB97M-V/def2-TZVPD).

Values from the calculation:
Energy above the lowest of the compared OMol25 structures with the same formula, charge and spin (kcal per mole): 0.5
Orbital gap (alpha / beta) (eV): 6.8175 / 6.8911
Total charge: +1
2S+1: 3

XYZ file:
```
43
C17H23N2W ωB97M-V/def2-TZVPD
H -3.52963 -1.73869 1.27280
C 2.32802 1.82972 -0.08511
C 1.19719 -0.87195 1.96672
H -0.78731 3.32993 -0.07784
H 1.10889 2.91003 -2.67197
C 0.67153 2.20127 -1.95081
C 0.43716 -2.09648 2.06958
H 0.98283 1.19085 -2.26438
N 1.76901 -1.94741 -0.62060
H 2.20121 -2.06241 0.29600
C 0.19646 3.13441 0.37365
H -1.87710 0.09298 -2.34133
W -0.85457 -0.96598 0.66686
C 0.39869 0.19616 2.44932
C -2.41180 0.99039 -0.36488
H -3.17647 0.92915 1.73948
H 0.82343 -3.10988 1.96875
H 0.02735 2.50490 1.27324
C -2.84581 0.39357 0.85275
H 0.59291 4.09386 0.73873
C -0.83187 -1.76566 2.66767
C 1.42307 -2.14110 -2.77958
H 3.39872 -2.63266 -1.79259
H -2.37064 2.05431 -0.57495
H 2.35606 1.78553 1.01429
H 1.55126 -2.34597 -3.82762
C -0.85982 -0.33438 2.85237
H 2.25894 -0.78585 1.72678
H 3.24009 2.34492 -0.42834
H 0.73234 1.22546 2.57882
H -1.56357 -2.48167 3.04012
C -2.15591 -0.04246 -1.29715
N 0.45238 -1.57316 -0.80966
H 2.40483 0.79202 -0.46234
C -2.55010 -1.30165 -0.70794
H -2.67045 -2.25299 -1.22939
H -1.65471 0.22835 3.33836
C 0.25188 -1.70034 -2.16948
C 2.36747 -2.29113 -1.76358
H -0.42153 2.26717 -2.05522
C 1.09154 2.45898 -0.57028
C -3.02467 -1.02309 0.62204
H -0.67732 -1.48908 -2.66331
```